(1)
# C20H38Cl6O16

A molecular structure, C20H38Cl6O16 at a distorted geometry (ωB97M-V with the def2-TZVPD basis set, OMol25).

```
80
Properties=species:S:1:pos:R:3:mulliken_charge:R:1
C 14.6150 5.3516 13.4485 0.16
Cl 13.1401 4.9230 14.3137 -0.25
Cl 14.1918 5.9190 11.7667 0.00
Cl 15.8559 4.0784 13.5479 -0.13
H 14.9435 6.2963 13.8818 0.43
C 17.3040 7.6053 11.5579 0.60
Cl 16.3343 6.9054 12.8553 -0.30
Cl 16.2649 8.6236 10.6840 0.01
Cl 17.7928 6.3380 10.4732 -0.01
H 18.1175 8.1915 11.9853 0.94
C 14.3742 7.1790 9.8420 -1.37
O 14.8355 6.7743 8.5356 -0.13
C 14.0980 6.8858 7.3926 0.55
O 14.5102 6.3451 6.3640 -0.52
O 12.8589 7.4672 7.6628 -0.33
C 12.0256 7.7729 6.6480 -0.79
H 14.0854 8.2048 10.0709 0.44
H 15.1504 6.8927 10.5517 0.04
H 13.5119 6.5244 9.9694 0.84
H 11.3558 8.5593 6.9960 0.28
H 11.4905 6.9105 6.2505 0.27
H 12.6723 8.3002 5.9466 0.33
C 21.6473 8.8724 14.3653 -0.66
O 21.4665 7.6145 13.8194 -0.40
C 20.7078 7.4795 12.7456 0.63
O 19.8312 8.2511 12.2930 -0.80
O 21.0653 6.3301 12.1679 -0.39
C 20.4493 5.9312 10.9807 -0.30
H 22.0692 8.7636 15.3644 0.23
H 20.6305 9.2644 14.3401 0.33
H 22.4003 9.4786 13.8617 0.26
H 20.5867 6.7158 10.2366 0.17
H 19.4450 5.5308 11.1195 0.88
H 21.1473 5.1493 10.6816 0.21
C 14.0766 9.0892 11.8304 -0.36
O 12.8681 8.5227 12.4562 -0.29
C 12.8706 7.8645 13.6344 0.70
O 13.9470 7.6925 14.2402 -0.63
O 11.6546 7.6246 14.0687 -0.29
C 11.4415 7.0600 15.3994 -0.65
H 14.6672 9.7886 12.4221 0.39
H 13.8837 9.5891 10.8812 0.72
H 14.8545 8.3518 11.6327 -0.90
H 11.4682 7.7243 16.2632 0.28
H 12.1729 6.2719 15.5784 0.26
H 10.5434 6.4534 15.5155 0.36
C 19.7251 7.3232 5.9091 -0.54
O 18.5902 6.4522 5.7367 -0.37
C 17.4893 6.6956 6.5156 0.36
O 16.3366 6.1502 6.2389 -0.52
O 17.7316 7.5198 7.5796 0.44
C 16.6860 8.0156 8.3831 -0.82
H 20.5520 6.9955 5.2790 0.38
H 20.0263 7.4801 6.9448 0.05
H 19.4748 8.2821 5.4553 0.34
H 17.0121 8.9947 8.7341 0.68
H 16.4137 7.3539 9.2053 -0.51
H 15.7834 8.0059 7.7721 0.61
C 19.9587 11.9316 6.8977 -0.76
O 19.7798 11.2824 8.0778 -0.40
C 19.5126 9.9640 8.0167 0.61
O 19.2087 9.3016 7.0538 -0.58
O 19.3926 9.6066 9.2671 -0.48
C 19.4543 8.1980 9.6092 0.82
H 20.9302 11.7183 6.4518 0.30
H 19.8757 12.9800 7.1840 0.28
H 19.2281 11.6829 6.1280 0.31
H 20.5403 8.1059 9.5909 0.97
H 19.0577 7.5412 8.8350 -0.21
H 19.1496 7.9876 10.6344 -1.73
C 20.7082 4.5725 7.8673 -1.31
C 19.6967 5.2602 8.8040 1.27
O 19.8696 6.3974 9.3027 -0.30
C 18.4510 4.4977 9.1362 -1.51
H 20.9227 5.2151 7.0135 0.24
H 20.3307 3.6491 7.4279 0.42
H 21.5662 4.3704 8.5084 0.32
H 18.7066 3.6171 9.7256 0.43
H 17.9530 4.0996 8.2522 0.55
H 17.7672 5.1381 9.6934 -0.16
```

The calculation puts the electronic energy at -4748.87082 a.u.



(2)
# C5H7N

A single C5H7N molecule at a distorted geometry (ωB97M-V with the def2-TZVPD basis set, OMol25).

```
13
Properties=species:S:1:pos:R:3:nbo_charge:R:1
C -1.3715 -0.6261 0.2879 -0.59
C -0.1800 0.1329 -0.3069 -0.18
C 1.1788 0.3817 0.4191 -0.35
C 1.0503 -0.7018 -0.5709 -0.39
C -0.4580 1.5122 -0.6271 0.28
N -0.6723 2.6374 -0.4265 -0.35
H -1.1220 -1.0600 1.2615 0.22
H -2.2439 0.0206 0.4099 0.23
H -1.6717 -1.4510 -0.3705 0.22
H 1.1994 0.2838 1.4943 0.22
H 1.7236 1.2489 0.0419 0.23
H 0.9552 -1.6848 -0.1182 0.23
H 1.6120 -0.6938 -1.4947 0.23
```

The value obtained for the energy above the lowest of the compared OMol25 structures with the same formula, charge and spin is 1.998 eV. Its structure (SMILES) is CC1(C#N)CC1.



(3)
# C32H59N4OOsP2S

A molecular structure, C32H59N4OOsP2S at a distorted geometry (ωB97M-V with the def2-TZVPD basis set, OMol25).

```
100
Properties=species:S:1:pos:R:3:mulliken_charge:R:1
C 0.4491 2.5039 1.7225 0.65
C -1.2639 2.6658 0.1233 1.12
C 0.2464 3.8514 1.9856 -0.80
C -1.2145 4.0928 0.1003 -0.82
C -0.5300 4.6627 1.1479 -1.13
H 0.8222 4.2043 2.8243 0.68
H -1.8984 4.6230 -0.5894 0.56
H -0.5896 5.7272 1.3652 0.54
N -0.3299 1.8996 0.8276 0.51
P 2.0342 0.2187 1.3657 -0.07
P -2.3046 0.0952 -0.5001 1.17
C 1.5020 1.6735 2.3656 -2.61
H 2.3317 2.3346 2.5805 0.95
H 1.1185 1.3377 3.3303 0.76
C -2.3104 1.9682 -0.5009 -2.10
H -2.8401 2.4779 -1.3300 0.61
C -2.6947 -0.9298 -2.1443 2.33
C -3.9648 0.3660 0.5249 1.65
C 3.4278 0.9695 0.2867 2.17
C 2.8810 -0.8874 2.6698 2.12
C -1.5205 -1.7785 -2.6593 -1.77
H -1.2093 -2.5553 -1.9548 0.38
H -1.8319 -2.2899 -3.5826 0.59
H -0.6549 -1.1563 -2.8915 0.20
C -3.8442 -1.9134 -1.9167 -1.75
H -3.6321 -2.6005 -1.0893 0.29
H -4.8139 -1.4361 -1.7641 0.30
H -3.9484 -2.5287 -2.8208 0.56
C -3.0090 0.0900 -3.2303 -1.32
H -3.2194 -0.4211 -4.1827 0.56
H -3.8512 0.7481 -2.9869 0.30
H -2.1127 0.6872 -3.4139 -0.47
C -4.4005 -0.9795 1.1011 -1.57
H -3.5540 -1.5778 1.4759 0.23
H -5.0440 -0.7655 1.9639 0.52
H -5.0012 -1.5785 0.4079 0.33
C -3.7574 1.3437 1.7053 -1.60
H -2.9291 0.9976 2.3392 0.26
H -3.5517 2.3743 1.3946 0.35
H -4.6760 1.4008 2.3212 0.65
C -4.9977 0.9721 -0.4412 -1.36
H -4.6429 1.9162 -0.8642 0.23
H -5.2800 0.3224 -1.2835 0.27
H -5.9138 1.2250 0.1199 0.49
C 3.7164 -1.9330 1.9178 -1.90
H 4.0997 -2.6684 2.6427 0.56
H 3.0948 -2.4736 1.1897 0.16
H 4.5841 -1.5054 1.4039 0.38
C 1.8057 -1.6309 3.4731 -1.71
H 1.1671 -0.9493 4.0492 0.28
H 1.1800 -2.2590 2.8220 0.16
H 2.3043 -2.2975 4.1950 0.71
C 3.7518 -0.1380 3.6962 -1.62
H 3.2023 0.6684 4.1980 0.34
H 4.0541 -0.8598 4.4715 0.53
H 4.6779 0.2666 3.2792 0.36
C 2.9460 2.3284 -0.2395 -1.62
H 2.8945 3.0801 0.5619 0.22
H 3.6537 2.7044 -0.9946 0.63
H 1.9642 2.2313 -0.7149 -0.02
C 3.7222 0.0041 -0.8735 -1.37
H 2.8800 -0.0796 -1.5654 -0.04
H 4.5940 0.3906 -1.4258 0.60
H 3.9875 -0.9964 -0.5128 0.26
C 4.7559 1.2114 1.0162 -1.79
H 4.6574 1.8854 1.8773 0.33
H 5.2543 0.2805 1.3108 0.44
H 5.4241 1.7094 0.2935 0.53
Os -0.1521 -0.1728 0.4465 0.64
C -0.9065 -0.5878 2.0287 0.68
O -1.3855 -0.9536 3.0641 -0.54
N 0.6940 0.3515 -1.7862 -0.52
C 1.0079 0.9293 -2.7880 -0.24
C 0.6115 2.0214 -3.8145 1.93
C -0.7850 2.7670 -3.7000 -1.38
C 1.5949 3.1655 -3.4716 -1.63
C 0.6877 1.3445 -5.2032 -1.55
H -1.6931 2.1850 -3.8838 0.48
H -0.9381 3.3079 -2.7500 0.19
H -0.8499 3.5496 -4.4818 0.54
H 2.6117 2.8464 -3.2046 0.36
H 1.6866 3.9596 -4.2309 0.46
H 1.2012 3.6877 -2.5772 0.32
H 0.3654 1.9601 -6.0716 0.40
H 1.7013 0.9894 -5.4303 0.45
H 0.0466 0.4346 -5.2330 0.28
C 1.0399 -6.0150 1.1498 -1.01
N 1.3479 -4.6102 0.8520 0.12
C 0.4372 -3.6221 0.8154 0.26
S 0.7290 -2.2062 -0.2016 -0.32
N -0.7393 -3.7474 1.4501 0.15
C -0.9164 -4.4503 2.7202 -1.15
H 0.0162 -6.2727 0.8535 0.35
H 1.1762 -6.2202 2.2190 0.34
H 1.7307 -6.6515 0.5885 0.38
H 2.1827 -4.4297 0.2924 0.44
H -1.4220 -3.0251 1.2305 0.04
H 0.0178 -4.4642 3.3036 0.41
H -1.6829 -3.9147 3.2920 0.29
H -1.2637 -5.4772 2.5476 0.42
```

The value obtained for the energy above the lowest of the compared OMol25 structures with the same formula, charge and spin is 1.333 eV. Its charge is +3. As for the expectation value of S²: 6.051. The multiplicity is 5.



(4)
# C5H6O2

A single C5H6O2 molecule at a distorted geometry (ωB97M-V with the def2-TZVPD basis set, OMol25).

```
13
Properties=species:S:1:pos:R:3:nbo_charge:R:1
C -1.5743 -0.7171 0.0779 -0.67
C -0.2861 -0.0377 0.4222 0.49
C 0.1416 1.2967 0.0065 -0.45
C 1.1287 0.3703 -0.6776 -0.44
C 1.7269 -0.5502 0.2189 0.77
O 2.6286 -1.3173 0.2804 -0.51
O 0.5564 -0.6137 1.3134 -0.59
H -2.2905 -0.5551 0.8970 0.24
H -1.4295 -1.7960 -0.0285 0.24
H -2.0081 -0.2997 -0.8355 0.23
H 0.5179 1.9853 0.7631 0.22
H -0.5209 1.7811 -0.7145 0.23
H 1.4092 0.4533 -1.7234 0.25
```

The value obtained for the energy above the lowest of the compared OMol25 structures with the same formula, charge and spin is 2.192 eV. Its structure (SMILES) is C[C@]12C[C@H]1C(=O)O2.



(5)
# C4H8N2O

A single C4H8N2O molecule at a distorted geometry (ωB97M-V with the def2-TZVPD basis set, OMol25).

```
15
Properties=species:S:1:pos:R:3:nbo_charge:R:1
C 1.6875 -1.1505 0.5242 -0.42
N 0.3292 -0.9731 0.0399 -0.60
C 0.0398 0.3402 -0.4803 -0.17
C -1.4172 0.4002 -0.9556 -0.05
O -2.3123 0.1378 0.1008 -0.71
C 0.2522 1.4210 0.5274 0.25
N 0.3814 2.2152 1.3606 -0.33
H 1.9675 -0.4797 1.3526 0.18
H 1.8171 -2.1849 0.8524 0.21
H 2.3869 -0.9742 -0.3008 0.19
H -0.3598 -1.2046 0.7499 0.38
H 0.7090 0.5404 -1.3286 0.23
H -1.5591 -0.3822 -1.7032 0.20
H -1.6125 1.3780 -1.4118 0.17
H -2.3098 0.9164 0.6726 0.47
```

The value obtained for the energy above the lowest of the compared OMol25 structures with the same formula, charge and spin is 1.729 eV. Its structure (SMILES) is CN[C@H](C#N)CO.



(6)
# C9H14

2 unconnected molecules or ions with the total composition C9H14 at a distorted geometry (ωB97M-V with the def2-TZVPD basis set, OMol25).

```
23
Properties=species:S:1:pos:R:3:nbo_charge:R:1
C -0.0056 -1.6108 3.0202 -0.62
C -0.8664 -0.3701 3.1223 -0.61
H 0.2553 -2.0426 2.0848 0.21
H 1.0183 -1.4596 3.5240 0.20
H -0.4015 -2.4309 3.6685 0.21
H -0.6251 0.4741 2.4408 0.21
H -0.5973 0.1253 4.2033 0.21
H -1.9033 -0.6048 2.9355 0.21
C -1.5025 -1.1603 -0.3600 -0.65
C 0.5847 -0.6220 -1.5569 -0.24
C -0.4580 -0.1678 -0.8238 -0.02
C 1.5809 0.1857 -2.0177 -0.18
C 1.4407 1.6034 -1.8538 -0.24
C -0.5774 1.1220 -0.4409 -0.24
C 0.3687 1.9606 -1.0192 -0.19
H 0.4858 -1.7287 -1.8353 0.21
H 2.4910 -0.3929 -2.5165 0.22
H -1.1313 -2.0377 0.2959 0.22
H -2.2924 -1.4524 -1.1456 0.23
H 2.2871 2.1963 -2.0958 0.22
H -1.1989 1.3352 0.4800 0.23
H 0.4405 3.0329 -0.7761 0.21
H -2.2192 -0.6583 0.3150 0.21
```

The value obtained for the energy above the lowest of the compared OMol25 structures with the same formula, charge and spin is 1.919 eV. Its structure (SMILES) is Cc1ccccc1.CC.



(7)
# C6H15N4O5P

3 unconnected molecules or ions with the total composition C6H15N4O5P (ωB97M-V with the def2-TZVPD basis set, OMol25).

```
31
Properties=species:S:1:pos:R:3:nbo_charge:R:1
O -1.1245 1.1170 -0.4910 -1.11
P -0.5341 -0.0868 -1.1383 1.56
C -0.4789 -1.5657 -0.0888 -0.62
C -1.4679 -2.6739 -0.5822 -0.07
O -0.7874 -3.9288 -0.3930 -0.51
C 0.5289 -3.6439 -0.6845 0.79
O 1.1928 -4.3195 -1.4121 -0.53
C 0.8472 -2.3395 0.0001 -0.53
H 0.7751 0.1059 -1.6176 -0.09
H -1.2436 -0.5038 -2.2789 -0.10
H -0.7762 -1.1970 0.8965 0.28
H -1.6564 -2.5750 -1.6606 0.18
H -2.4055 -2.6742 -0.0264 0.21
H 1.0513 -2.5347 1.0600 0.28
H 1.7344 -1.8511 -0.4061 0.24
C -2.7305 4.2670 -2.3317 0.77
O -2.8663 5.2332 -3.0637 -0.67
N -1.5247 3.6840 -2.0740 -0.86
N -3.7918 3.6735 -1.6961 -0.86
H -1.4232 2.8811 -1.4719 0.42
H -0.7181 4.0864 -2.5112 0.40
H -4.6996 4.0673 -1.8512 0.40
H -3.6876 2.8845 -1.0860 0.39
C 2.7781 -0.3914 2.8869 0.78
O 1.7213 -0.6913 2.3518 -0.69
N 3.0344 0.8775 3.3182 -0.84
N 3.7787 -1.2998 3.0912 -0.84
H 3.8914 1.1498 3.7599 0.39
H 2.3149 1.5623 3.1800 0.41
H 3.6172 -2.2424 2.7915 0.41
H 4.6505 -1.0712 3.5288 0.39
```

The calculation puts the electronic energy at -1174.29501 a.u. Its structure (SMILES) is O=[PH2][C@H]1COC(=O)C1.NC(N)=O.NC(N)=O.